This record from OMol25 describes C12H28AuNO3P2S2 as an isolated structure. The level of theory is the ωB97M-V functional and the def2-TZVPD basis.

The value obtained for the total energy is -64467.4114 eV. As for the HOMO energy (alpha / beta): -0.37119 / -0.41053 Eh. For the gap between HOMO and LUMO (alpha / beta), the calculation gives 6.1 / 7.2 eV. As for the expectation value of S²: 0.757.

Geometry as ORCA input:
```
! wB97M-V def2-TZVPD RIJCOSX def2/J DEFGRID3
* xyz 1 2
Au 0.43 -0.20 1.30
C 3.51 4.72 2.12
C 3.43 4.18 0.71
O 3.62 2.74 0.76
P 2.61 1.70 0.14
S 2.61 0.03 1.89
S 0.67 2.03 0.96
O 2.45 2.34 -1.35
C 1.60 1.70 -2.31
C 2.07 2.08 -3.69
H 3.48 5.81 2.09
H 4.44 4.41 2.59
H 2.68 4.36 2.72
H 4.23 4.57 0.08
H 2.48 4.40 0.24
H 0.57 2.02 -2.13
H 1.65 0.61 -2.17
H 2.00 3.16 -3.83
H 1.44 1.60 -4.45
H 3.10 1.77 -3.85
C -4.78 0.38 -0.37
C -4.30 -0.33 0.91
C -4.77 0.42 2.16
C -4.78 -1.79 0.93
C -2.82 -0.34 0.91
N -1.68 -0.34 0.91
H -5.87 0.39 -0.37
H -4.44 -0.14 -1.26
H -4.42 1.41 -0.40
H -5.86 0.42 2.17
H -4.42 1.45 2.16
H -4.42 -0.07 3.07
H -5.87 -1.80 0.95
H -4.41 -2.31 1.82
H -4.44 -2.33 0.05
C 0.33 -2.91 -1.61
P 1.09 -3.19 -0.02
C 0.88 -4.92 0.38
C 2.84 -2.88 -0.20
O 0.45 -2.34 1.07
H 0.81 -3.51 -2.39
H 0.41 -1.85 -1.86
H -0.72 -3.18 -1.55
H 1.35 -5.55 -0.38
H -0.18 -5.14 0.44
H 1.34 -5.12 1.35
H 3.29 -3.58 -0.91
H 3.31 -2.98 0.77
H 2.99 -1.86 -0.55
*
```

Löwdin atomic charge list, values in e, 6 entries:
1 Au 0.54
2 C -0.07
3 C -0.27
4 O -0.37
5 P 0.30
6 S 0.17